Computed, not measured: a molecular structure, C28H28N4O2SSeV, with wB97M-V/def2-TZVPD.

The geometry in XYZ format:
```
65
Properties=species:S:1:pos:R:3:forces:R:3:nbo_charge:R:1
Se -1.67895 -2.41185 -0.76502 -0.5 0.4 0.1 0.199
V 0.46428 -1.09023 -0.70135 0.1 -1.8 0.6 0.995
S -0.18511 1.98821 -0.32380 0.1 0.3 0.5 2.312
O 0.56129 1.76074 0.87313 -0.2 0.0 0.0 -0.909
O 0.26676 2.99804 -1.22850 -0.2 0.0 -0.2 -0.904
N 0.81057 -0.85141 0.85793 0.0 0.3 0.7 -0.296
N 0.95144 -3.68177 -0.49085 0.0 0.2 -0.1 -0.320
N 0.61762 -1.42075 -2.79135 0.1 0.0 -0.2 -0.542
N -0.17758 0.51419 -1.18329 -0.4 1.5 -0.1 -0.783
C -0.15123 -3.31930 -0.57547 0.3 -0.8 0.0 -0.032
C -2.21799 3.58360 0.45005 0.1 0.1 0.0 -0.119
C -1.05057 0.72570 3.89808 0.1 -0.2 0.1 -0.598
C -0.54193 -0.71563 3.70809 -0.1 0.2 -0.1 -0.247
C 3.34999 -1.76435 -0.34138 0.3 0.1 0.4 -0.470
C 3.68065 -0.58426 0.55975 -0.1 0.1 -0.2 -0.264
C -1.82685 0.18278 -5.05576 0.0 0.0 -0.1 -0.157
C -4.12374 1.55239 0.48065 0.0 0.0 0.0 -0.190
C -1.58058 1.45371 -3.01419 0.3 -0.3 0.3 -0.172
C 3.50920 0.74370 -0.18749 0.1 -0.1 0.2 -0.577
C -0.41468 -1.85496 -5.33480 0.1 0.0 0.1 -0.069
C -0.31589 -0.57290 -3.30772 -0.2 0.4 -0.2 0.229
C -0.70959 0.52190 -2.48798 -0.5 0.2 -1.0 0.084
C -4.47713 2.85262 0.81546 0.0 0.0 0.0 -0.175
C 2.94214 -0.59361 1.88560 -0.4 0.0 -0.1 0.034
C -2.14678 1.26327 -4.28663 -0.1 0.0 -0.2 -0.186
C 1.51532 -0.70399 2.01489 0.9 0.0 1.0 0.071
C 0.93187 -0.66452 3.32563 -0.2 -0.2 -0.5 0.064
C 1.04939 -2.42353 -3.53127 0.1 0.0 0.0 0.122
C -3.52830 3.86648 0.80237 0.0 0.0 0.0 -0.210
C -0.87599 -0.74931 -4.58942 0.3 -0.1 0.2 -0.105
C 3.14812 -0.40102 4.27959 0.0 0.0 0.0 -0.133
C 3.71402 -0.44885 3.01825 0.2 0.0 0.1 -0.218
C 1.78028 -0.51424 4.41304 0.1 0.0 0.1 -0.215
C -1.47610 -1.48249 2.78663 0.2 -0.1 0.1 -0.594
C -2.81792 1.26042 0.12189 0.0 0.0 0.0 -0.202
C 0.55565 -2.67395 -4.81645 0.0 0.0 -0.1 -0.261
C -1.88187 2.28223 0.10857 0.2 -0.2 -0.2 -0.367
H -0.82476 -2.04171 -6.31951 0.0 0.0 0.0 0.238
H -2.12863 0.72997 4.07085 0.0 0.0 0.0 0.214
H 1.34174 -0.48889 5.40317 0.0 0.0 0.0 0.224
H -1.05367 -2.44367 2.48933 0.0 0.0 -0.1 0.210
H -2.42482 -1.66911 3.29127 0.0 0.0 0.0 0.225
H 4.08012 -1.85336 -1.14494 -0.1 0.0 -0.1 0.238
H -1.46079 4.35750 0.43618 -0.1 0.0 0.0 0.238
H -2.53279 0.25275 -0.14764 0.0 0.0 0.0 0.222
H -1.67580 -0.88600 1.90617 -0.1 0.0 -0.3 0.193
H -0.56781 -1.20558 4.68423 0.0 0.0 0.0 0.215
H 4.74037 -0.67466 0.80684 0.0 -0.1 0.0 0.231
H 0.93731 -3.51651 -5.37419 0.0 0.0 0.0 0.247
H -2.27410 0.03984 -6.03083 0.0 0.0 0.0 0.232
H -3.80497 4.87775 1.06639 0.0 0.0 0.0 0.235
H 2.37491 -1.60368 -0.83105 0.1 -0.2 -0.4 0.094
H -1.83258 2.33948 -2.45450 -0.1 0.0 0.0 0.246
H -2.85619 1.99359 -4.65141 0.0 0.0 0.0 0.238
H 3.29853 -2.70304 0.20323 -0.1 0.0 -0.1 0.250
H -0.83072 1.31557 3.01151 0.0 0.1 -0.1 0.217
H -0.56355 1.19941 4.75086 0.0 0.1 0.0 0.217
H 3.77595 -0.27915 5.15198 0.0 0.0 0.0 0.230
H 4.78961 -0.37332 2.91500 0.0 0.0 0.0 0.222
H 3.75197 1.58513 0.45961 0.0 0.0 0.0 0.236
H 2.47795 0.87152 -0.51124 -0.1 0.1 -0.1 0.187
H -5.50073 3.07296 1.08784 0.0 0.0 0.0 0.231
H 4.16156 0.77651 -1.06098 0.0 0.0 0.0 0.219
H -4.86752 0.76691 0.49307 0.0 0.0 0.0 0.229
H 1.79961 -3.06726 -3.08810 0.0 0.0 0.0 0.227
```
Positions in Å, forces in eV/Å.

net charge = +1
energy = -141408.87240 eV
relative energy (zero: lowest compared OMol25 entry of this formula, charge and spin) = 31.62 kcal per mole
LUMO energy (alpha / beta) = -4.203 / -4.521 eV
gap between HOMO and LUMO (alpha / beta) = 0.2664 / 0.2609 hartree